C27H39BFN6O3P | ωB97M-V/def2-TZVPD

Geometry (Å):
C (-3.602, 1.711, 3.989)
C (-2.171, 1.806, 3.580)
F (-1.627, 0.504, 3.477)
B (-2.011, 2.441, 2.139)
C (-1.016, 3.598, 1.743)
P (-1.050, 5.085, 2.762)
O (0.127, 5.865, 2.540)
O (-1.156, 4.683, 4.293)
O (-2.337, 5.931, 2.387)
H (-4.165, 1.128, 3.276)
H (-3.689, 1.249, 4.955)
H (-4.008, 2.716, 4.039)
H (-1.625, 2.313, 4.361)
H (-2.694, 1.979, 1.275)
H (0.018, 3.295, 1.698)
H (-1.280, 3.932, 0.753)
H (-2.051, 4.801, 4.652)
H (-3.138, 5.389, 2.275)
N (-0.383, 0.478, 7.724)
C (-1.113, 0.359, 8.875)
C (-2.339, -0.148, 8.543)
C (-2.348, -0.345, 7.133)
C (-1.125, 0.051, 6.657)
H (0.557, 0.826, 7.670)
H (-0.698, 0.641, 9.827)
H (-3.140, -0.357, 9.231)
H (-3.158, -0.734, 6.538)
H (-0.723, 0.059, 5.659)
N (-1.504, 1.918, -2.020)
C (-1.637, 3.078, -2.743)
C (-2.724, 2.940, -3.559)
C (-3.274, 1.650, -3.320)
C (-2.504, 1.045, -2.365)
H (-0.789, 1.737, -1.339)
H (-0.946, 3.893, -2.612)
H (-3.087, 3.679, -4.252)
H (-4.137, 1.218, -3.795)
H (-2.579, 0.076, -1.902)
N (0.537, 1.085, -4.742)
C (0.630, -0.169, -5.279)
C (1.097, -0.047, -6.562)
C (1.294, 1.339, -6.806)
C (0.940, 2.010, -5.665)
H (0.212, 1.300, -3.815)
H (0.358, -1.036, -4.702)
H (1.279, -0.858, -7.247)
H (1.655, 1.790, -7.715)
H (0.938, 3.061, -5.433)
N (0.395, -4.005, -6.978)
C (1.194, -5.108, -7.104)
C (0.988, -5.635, -8.349)
C (0.029, -4.814, -9.003)
C (-0.315, -3.817, -8.132)
H (0.339, -3.421, -6.164)
H (1.838, -5.422, -6.300)
H (1.472, -6.510, -8.749)
H (-0.362, -4.942, -9.998)
H (-1.001, -2.993, -8.233)
N (0.121, -3.182, 7.895)
C (1.416, -2.758, 7.790)
C (2.233, -3.833, 8.016)
C (1.396, -4.953, 8.263)
C (0.100, -4.518, 8.179)
H (-0.690, -2.598, 7.777)
H (1.642, -1.731, 7.563)
H (3.310, -3.819, 8.003)
H (1.709, -5.961, 8.477)
H (-0.832, -5.044, 8.298)
N (4.211, 0.278, -4.887)
C (5.511, 0.689, -4.975)
C (6.313, -0.395, -4.737)
C (5.461, -1.506, -4.499)
C (4.171, -1.057, -4.602)
H (3.402, 0.863, -5.020)
H (5.754, 1.713, -5.199)
H (7.390, -0.393, -4.736)
H (5.760, -2.517, -4.281)
H (3.231, -1.571, -4.499)

Computed properties:
2S+1: 1
SMILES string: C[C@@H](F)BCP(=O)(O)O.c1cc[nH]c1.c1cc[nH]c1.c1cc[nH]c1.c1cc[nH]c1.c1cc[nH]c1.c1cc[nH]c1
E_HOMO: -8.1 eV
Lowest unoccupied orbital energy: -0.0324 Ha

Atom charges from the Löwdin analysis, given in e for atoms 1 to 4: -0.041 -0.376 -0.046 -0.084

***

C27H39Br2I2N6O13 | ωB97M-V/def2-TZVPD

Geometry (Å):
C (-3.996, 2.226, 0.357)
C (-3.239, 1.938, 1.239)
O (-2.378, 1.348, 2.060)
C (-1.074, 1.868, 1.910)
O (-0.737, 2.783, 2.588)
C (-0.216, 1.169, 0.871)
C (0.085, 1.741, -0.385)
C (-0.470, 3.139, -0.662)
C (0.128, 4.271, 0.244)
C (-1.050, 5.194, 0.666)
I (1.384, 5.489, -1.068)
C (0.871, 1.039, -1.304)
C (1.121, 1.763, -2.611)
C (-0.108, 1.653, -3.607)
C (-0.549, 3.024, -4.197)
C (-0.702, 3.032, -5.727)
O (-1.683, 2.086, -6.158)
C (-2.956, 2.521, -5.924)
O (-3.831, 1.733, -5.701)
N (1.351, -0.202, -1.008)
C (2.215, -0.928, -1.959)
Br (1.239, -1.333, -3.619)
C (3.624, -0.169, -2.125)
C (4.727, -1.011, -1.443)
Br (4.139, -0.143, -4.034)
C (1.077, -0.759, 0.187)
C (1.597, -2.125, 0.633)
C (0.466, -3.203, 0.479)
C (0.315, -3.987, 1.810)
I (0.756, -4.530, -1.182)
C (0.292, -0.104, 1.109)
O (-0.002, -0.709, 2.343)
C (-1.227, -1.210, 2.270)
N (-2.296, -1.575, 2.021)
H (-4.503, 2.455, -0.561)
H (-0.406, 3.447, -1.704)
H (-1.549, 3.084, -0.428)
H (0.697, 3.903, 1.098)
H (-0.723, 6.018, 1.310)
H (-1.442, 5.661, -0.253)
H (-1.880, 4.609, 1.085)
H (1.999, 1.427, -3.171)
H (1.265, 2.837, -2.432)
H (-0.948, 1.096, -3.165)
H (0.226, 1.033, -4.451)
H (0.092, 3.855, -3.857)
H (-1.551, 3.244, -3.779)
H (-1.080, 4.034, -6.002)
H (0.277, 2.887, -6.199)
H (-3.189, 3.608, -5.924)
H (2.483, -1.924, -1.608)
H (3.587, 0.849, -1.720)
H (4.556, -1.134, -0.364)
H (5.724, -0.615, -1.667)
H (4.709, -2.016, -1.901)
H (1.792, -2.036, 1.712)
H (2.552, -2.407, 0.179)
H (-0.469, -2.651, 0.301)
H (-0.627, -4.543, 1.867)
H (1.173, -4.664, 1.938)
H (0.352, -3.283, 2.657)
C (-2.973, -1.739, 5.912)
N (-2.244, -2.890, 6.506)
O (-2.686, -3.375, 7.521)
O (-1.244, -3.262, 5.918)
H (-3.834, -1.509, 6.531)
H (-2.287, -0.896, 5.884)
H (-3.280, -2.031, 4.911)
C (-5.651, -0.683, 1.989)
N (-6.601, -0.997, 3.089)
O (-6.301, -1.896, 3.848)
O (-7.608, -0.328, 3.149)
H (-4.805, -1.359, 2.058)
H (-6.184, -0.830, 1.053)
H (-5.323, 0.347, 2.087)
C (3.781, -7.564, -2.004)
N (4.902, -6.787, -1.410)
O (5.088, -6.891, -0.217)
O (5.552, -6.098, -2.169)
H (3.292, -8.126, -1.216)
H (3.096, -6.851, -2.454)
H (4.200, -8.232, -2.751)
C (2.533, 3.018, 3.232)
N (2.988, 1.745, 2.612)
O (3.870, 1.804, 1.784)
O (2.442, 0.720, 2.982)
H (3.108, 3.834, 2.807)
H (1.476, 3.131, 3.014)
H (2.704, 2.939, 4.303)

Computed properties:
2S+1: 1
Energy above the lowest of the compared OMol25 structures with the same formula, charge and spin: 0.0000 eV
E_HOMO: -12.4 eV
Lowest unoccupied orbital energy: -0.1852 Ha
Total charge: +1

Atom charges from the Löwdin analysis, given in e for atoms 1 to 4: 0.162 -0.201 0.067 -0.325

***

C27H39Br2O4PS4W | ωB97M-V/def2-TZVPD

Geometry (Å):
W (1.504, 0.359, -0.034)
Br (-1.477, -0.006, 2.044)
C (-2.296, -1.741, 2.459)
Br (-1.086, -3.189, 2.153)
H (-3.167, -1.844, 1.825)
H (-2.562, -1.720, 3.508)
O (0.349, 2.080, 0.481)
S (-0.932, 2.920, 0.804)
C (-0.562, 4.573, 0.108)
C (0.231, 4.509, -1.191)
C (1.740, 4.484, -0.927)
C (2.548, 4.135, -2.167)
S (2.834, 2.342, -2.421)
O (1.689, 1.595, -1.674)
C (4.132, 2.113, -1.206)
C (5.458, 2.176, -1.586)
C (6.445, 1.925, -0.638)
C (6.094, 1.612, 0.668)
C (4.759, 1.569, 1.047)
C (3.767, 1.802, 0.104)
C (-2.163, 2.442, -0.409)
C (-1.835, 1.674, -1.514)
C (-2.837, 1.306, -2.399)
C (-4.145, 1.717, -2.176)
C (-4.455, 2.508, -1.079)
C (-3.465, 2.866, -0.178)
H (-0.037, 5.139, 0.880)
H (-1.549, 5.015, -0.032)
H (-0.008, 5.389, -1.789)
H (-0.080, 3.635, -1.768)
H (1.965, 3.798, -0.112)
H (2.050, 5.477, -0.593)
H (3.555, 4.556, -2.136)
H (2.058, 4.496, -3.073)
H (5.724, 2.416, -2.609)
H (7.487, 1.980, -0.924)
H (6.867, 1.427, 1.402)
H (4.485, 1.377, 2.076)
H (2.722, 1.939, 0.465)
H (-0.815, 1.384, -1.697)
H (-2.599, 0.698, -3.261)
H (-4.926, 1.418, -2.862)
H (-5.470, 2.844, -0.919)
H (-3.699, 3.473, 0.690)
C (4.107, -3.263, 1.295)
C (2.913, -3.961, 0.684)
O (1.868, -2.973, 0.312)
P (1.678, -2.414, -1.132)
S (-0.035, -1.277, -1.017)
S (3.130, -0.974, -1.400)
O (1.652, -3.653, -2.048)
C (1.415, -3.750, -3.502)
C (2.637, -3.330, -4.282)
H (4.779, -4.015, 1.709)
H (3.785, -2.609, 2.101)
H (4.652, -2.681, 0.555)
H (2.408, -4.604, 1.399)
H (3.183, -4.535, -0.200)
H (0.535, -3.157, -3.750)
H (1.188, -4.803, -3.645)
H (2.888, -2.287, -4.087)
H (2.441, -3.443, -5.347)
H (3.490, -3.956, -4.024)
C (3.395, -1.591, 4.827)
C (2.281, -0.581, 4.497)
C (0.940, -1.074, 5.076)
C (2.647, 0.799, 5.091)
C (2.129, -0.401, 3.069)
C (1.965, -0.186, 1.869)
H (3.505, -1.642, 5.909)
H (4.352, -1.283, 4.405)
H (3.150, -2.589, 4.464)
H (1.061, -1.252, 6.143)
H (0.631, -2.007, 4.604)
H (0.157, -0.327, 4.942)
H (2.551, 0.754, 6.175)
H (1.980, 1.581, 4.726)
H (3.676, 1.064, 4.851)

Computed properties:
Expectation value of S²: 0.767
2S+1: 2
Energy above the lowest of the compared OMol25 structures with the same formula, charge and spin: 1.1138 eV
E_HOMO (spin up / spin down): -17.0 / -17.0 eV
Lowest unoccupied orbital energy (spin up / spin down): -0.4033 / -0.3887 Ha
Total charge: +3

Atom charges from the Löwdin analysis, given in e for atoms 1 to 4: 1.297 0.648 -0.953 0.651

***

Across the entries above, E_tot takes the values -56397.7434; -220452.7914; -231336.1187 eV, respectively.